Record 1
The following is a quantum chemistry calculation of a structure of composition C5H11NOS, from the OMol25 dataset.

Computed properties:
Charge: 0
Highest occupied orbital energy in eV: -6.42
Gap between HOMO and LUMO in eV: 5.2
Spin multiplicity: 1

Last column: Mulliken charge in e.
Atoms and positions in Å:
O1 -2.321 0.140 0.672  -0.43
C1 -2.271 -0.559 -0.297  -0.15
N1 -1.137 -0.807 -1.197  -0.50
C2 0.113 -0.265 -0.502  0.20
C3 0.489 1.139 0.387  -0.20
C4 -0.260 1.434 -0.759  -0.58
S1 3.500 -0.215 0.962  -0.72
C5 0.230 -1.269 0.695  -1.24
H1 -3.041 -1.334 -0.403  0.46
H2 -1.927 -0.050 -1.481  0.35
H3 1.015 -0.421 -1.090  0.67
H4 1.576 1.153 0.483  0.18
H5 -0.128 1.359 1.213  0.19
H6 -1.185 1.931 -0.492  0.38
H7 0.174 1.611 -1.717  0.36
H8 4.488 0.669 0.789  0.02
H9 -0.539 -1.011 1.404  0.42
H10 1.242 -1.255 1.050  0.21
H11 -0.020 -2.251 0.283  0.39

Record 2
The following is a quantum chemistry calculation of the ion C5H11NOS with charge +1, from the OMol25 dataset.

Computed properties:
Charge: +1
Highest occupied orbital energy (alpha / beta) in eV: -13.70 / -13.03
Gap between HOMO and LUMO (alpha / beta) in eV: 10.2 / 3.8
Spin multiplicity: 2

Last column: Mulliken charge in e.
Atoms and positions in Å:
O1 -0.199 -3.821 -0.091  -0.49
C1 -0.609 -2.682 -0.200  0.11
N1 -0.086 -1.722 0.617  -0.18
C2 -0.384 -0.308 0.500  0.24
C3 0.398 0.291 -0.706  -0.70
C4 -0.145 1.726 -0.948  -0.63
S1 1.145 2.854 -1.666  0.12
C5 -0.078 0.372 1.819  -1.46
H1 -1.407 -2.412 -0.906  0.36
H2 0.668 -1.942 1.253  0.26
H3 -1.457 -0.122 0.375  0.30
H4 1.486 0.274 -0.674  0.49
H5 0.110 -0.317 -1.562  0.39
H6 -0.354 2.327 -0.074  0.38
H7 -0.950 1.718 -1.690  0.45
H8 1.528 2.161 -2.770  0.26
H9 0.399 1.362 1.838  0.31
H10 -0.873 0.290 2.547  0.38
H11 0.808 -0.048 2.338  0.40

Record 3
The following is a quantum chemistry calculation of a cluster of 2 separate species, C5H11NOS2 in total, from the OMol25 dataset.

Computed properties:
Charge: 0
Highest occupied orbital energy (alpha / beta) in eV: -4.05 / -9.02
Gap between HOMO and LUMO (alpha / beta) in eV: 4.8 / 7.4
Spin multiplicity: 3

Last column: Mulliken charge in e.
Atoms and positions in Å:
C1 2.179 -0.011 -0.108  0.49
C2 2.575 -1.138 -0.963  -0.63
C3 0.261 0.004 2.777  -0.83
C4 -2.502 0.856 -1.687  -0.91
C5 -1.067 -0.236 0.452  -0.61
N1 1.803 1.005 0.357  -0.60
O1 -0.334 -0.722 -2.096  -0.72
S1 -0.925 0.948 1.690  -0.12
S2 -0.717 0.436 -1.295  0.53
H1 2.674 -2.089 -0.433  0.26
H2 3.353 -0.941 -1.637  0.33
H3 1.568 -1.150 -1.566  0.14
H4 1.195 0.556 2.681  0.32
H5 0.443 -0.907 2.080  0.18
H6 -0.100 -0.246 3.757  0.38
H7 -2.485 1.837 -2.248  0.30
H8 -3.232 0.784 -0.866  0.34
H9 -2.802 0.087 -2.478  0.30
H10 -2.076 -0.550 0.426  0.57
H11 0.188 1.476 1.157  0.26

Record 4
The following is a quantum chemistry calculation of the ion C5H11NP with charge +1, from the OMol25 dataset.

Computed properties:
Charge: +1
Highest occupied orbital energy in eV: -13.81
Gap between HOMO and LUMO in eV: 10.0
Spin multiplicity: 1
Structure (SMILES): [H]/P=C/[C@@H](C)[NH+]1CC1

Last column: Mulliken charge in e.
Atoms and positions in Å:
C1 1.798 0.250 0.100  -0.43
C2 -0.769 0.138 -1.861  -0.29
C3 -1.809 -0.248 -0.889  -0.30
C4 0.061 -0.325 1.816  -1.36
C5 0.459 -0.367 0.347  -0.05
N1 -0.574 0.379 -0.439  0.10
P1 2.958 -0.544 -0.817  -0.03
H1 1.963 1.205 0.575  0.32
H2 -0.138 -0.628 -2.292  0.24
H3 -0.912 1.004 -2.492  0.27
H4 -2.716 0.334 -0.806  0.26
H5 -1.925 -1.292 -0.630  0.25
H6 0.061 0.697 2.191  0.38
H7 -0.921 -0.762 1.975  0.39
H8 0.782 -0.893 2.397  0.39
H9 0.445 -1.397 -0.022  0.41
H10 -0.635 1.346 -0.121  0.38
H11 3.963 0.421 -0.676  0.06

Record 5
The following is a quantum chemistry calculation of the molecule C5H11NS, from the OMol25 dataset.

Computed properties:
Charge: 0
Highest occupied orbital energy in eV: -9.03
Gap between HOMO and LUMO in eV: 9.7
Spin multiplicity: 1
Structure (SMILES): C[C@]1(CCS)CN1

Last column: Mulliken charge in e.
Atoms and positions in Å:
C1 -1.573 0.643 0.212  -1.49
C2 -0.090 0.677 0.392  1.47
C3 0.588 -0.599 0.794  -0.86
C4 0.156 -1.629 -0.182  -0.84
C5 0.821 1.761 0.513  -0.71
H1 -2.165 1.570 0.086  0.38
H2 -1.895 0.013 1.082  0.34
H3 -1.909 0.056 -0.677  0.22
H4 1.609 -0.501 1.062  0.34
H5 0.220 -1.235 1.799  0.26
H6 -0.886 -1.846 -0.261  0.40
H7 0.611 -2.484 0.194  0.49
H8 -0.303 -0.977 -2.784  0.16
H9 0.464 2.806 0.586  0.26
H10 1.782 1.613 1.152  0.18
H11 1.215 0.569 -1.198  0.27
N1 0.540 1.193 -0.807  -0.56
S1 0.815 -1.630 -1.963  -0.31

Record 6
The following is a quantum chemistry calculation of a cluster of 2 separate species, C5H11NS in total, from the OMol25 dataset.

Computed properties:
Charge: +1
Highest occupied orbital energy (alpha / beta) in eV: -12.72 / -12.32
Gap between HOMO and LUMO (alpha / beta) in eV: 5.0 / 4.6
Spin multiplicity: 2

Last column: Mulliken charge in e.
Atoms and positions in Å:
C1 1.351 0.845 -0.914  0.07
C2 0.506 1.240 -1.926  -0.58
C3 0.926 1.116 0.498  -0.42
N1 1.750 2.227 0.051  -0.30
H1 2.215 0.198 -0.912  0.46
H2 -0.465 1.656 -1.674  0.30
H3 0.845 1.257 -2.957  0.33
H4 -0.128 1.361 0.630  0.31
H5 1.343 0.561 1.334  0.38
H6 1.116 2.878 -0.435  0.34
C4 -1.777 -1.591 0.246  -0.86
C5 -0.606 -1.832 1.213  -0.36
S1 -0.444 -0.676 2.575  -0.10
H7 -1.577 -0.789 -0.483  0.13
H8 -2.657 -1.265 0.789  0.32
H9 -1.979 -2.506 -0.311  0.35
H10 0.333 -1.845 0.646  0.25
H11 -0.753 -2.834 1.630  0.38

Record 7
The following is a quantum chemistry calculation of a cluster of 2 separate species, C5H11NS2 in total, from the OMol25 dataset.

Computed properties:
Charge: 0
Highest occupied orbital energy in eV: -8.51
Gap between HOMO and LUMO in eV: 8.2
Spin multiplicity: 1

Last column: Mulliken charge in e.
Atoms and positions in Å:
C1 1.974 -0.195 2.171  -0.14
C2 -0.910 -0.445 -2.073  -1.59
C3 0.462 1.398 -1.133  -0.92
C4 -1.014 -0.828 1.488  -0.88
C5 -0.580 0.380 -0.744  0.32
N1 -0.118 -0.201 0.486  0.10
S1 1.345 0.914 3.234  -0.18
S2 1.483 -0.708 0.650  -0.06
H1 -1.322 0.220 -2.844  0.39
H2 -0.113 -0.976 -2.508  0.37
H3 -1.494 -1.202 -1.653  0.45
H4 1.378 1.044 -0.594  0.20
H5 0.097 2.339 -0.671  0.28
H6 0.723 1.564 -2.210  0.34
H7 -1.989 -0.315 1.517  0.31
H8 -1.324 -1.805 1.120  0.33
H9 -0.431 -1.079 2.424  0.30
H10 -1.575 0.929 -0.601  0.20
H11 3.409 -1.033 1.940  0.18

Short version: energy relative to the best compared isomer or geometry (same formula, charge and spin) = 200.7 24.9 78.8 16.3 64.7 66.4 109.0 kcal/mol, in the order given.
Short version: electronic energy = -725.00504 -724.93872 -1123.17776 -592.90042 -649.93592 -649.58589 -1048.06441 Eh, in the order given.